Entry 1:
175
Properties=species:S:1:pos:R:3:lowdin_charge:R:1 method="wB97M-V/def2-TZVPD" total_charge=-1 largest_force_ev_per_a=7.1 lumo_ev=1.225 e_homo_ev=-4.4 orbital_gap_ev=5.58
C 9.676 -3.679 5.390 -0.116
C 8.734 -3.512 4.092 -0.126
C 7.392 -2.665 4.413 -0.374
O 7.518 -1.722 5.226 0.034
O 6.211 -3.024 3.744 -0.036
C 5.041 -2.375 4.307 -0.167
C 3.696 -2.608 3.486 -0.066
C 3.869 -2.357 1.882 -0.429
O 4.152 -3.695 1.412 -0.092
C 5.404 -3.803 0.712 -0.127
C 5.746 -5.396 0.663 -0.315
C 6.029 -5.938 -0.816 -0.068
O 6.907 -5.613 1.543 -0.105
O 4.837 -1.317 1.746 -0.284
P 4.074 0.281 1.848 0.520
C 3.302 1.997 2.301 -0.345
C 3.158 2.983 1.048 -0.351
N 4.446 3.296 0.357 -0.041
O 2.480 -0.405 1.551 -0.340
C 2.485 -1.831 1.171 -0.289
C 1.114 -2.309 1.888 -0.107
C -0.211 -1.892 1.091 -0.174
C -1.328 -1.247 2.088 -0.204
C -2.377 -2.322 2.638 -0.200
C -3.694 -2.450 1.690 -0.200
C -5.025 -2.188 2.534 -0.272
C -6.365 -2.783 1.822 -0.458
S -7.393 -3.524 3.181 0.901
C -9.170 -3.158 2.940 -0.521
N -10.128 -4.025 2.302 -0.011
N -11.399 -3.525 2.282 -0.012
C -11.260 -2.262 2.947 -0.071
O -9.929 -2.034 3.344 -0.044
C 2.488 -1.712 -0.433 -0.101
O 3.805 -1.583 -1.012 -0.162
O 3.568 -1.445 -2.369 -0.103
H 10.623 -3.069 5.209 0.073
H 9.189 -3.307 6.347 0.073
H 9.889 -4.790 5.533 0.068
H 9.307 -2.919 3.307 0.117
H 8.400 -4.516 3.661 0.101
H 5.154 -1.260 4.498 0.114
H 4.874 -2.855 5.346 0.137
H 3.300 -3.689 3.566 0.122
H 2.907 -1.915 3.949 0.117
H 5.381 -3.467 -0.377 0.115
H 6.295 -3.326 1.229 0.130
H 4.901 -6.010 1.143 0.143
H 5.592 -5.257 -1.615 0.074
H 5.558 -6.979 -0.977 0.080
H 7.152 -6.051 -1.029 0.080
H 7.581 -6.131 1.056 0.072
H 4.185 0.591 0.445 0.009
H 5.397 0.849 1.948 -0.017
H 4.071 0.101 3.279 0.005
H 2.252 1.826 2.748 0.068
H 3.902 2.507 3.148 0.073
H 2.664 3.971 1.394 0.091
H 2.439 2.525 0.290 0.099
H 4.855 4.180 0.678 0.058
H 4.273 3.349 -0.663 0.060
H 1.161 -3.441 2.097 0.116
H 1.034 -1.816 2.926 0.111
H -0.047 -1.097 0.284 0.107
H -0.695 -2.845 0.663 0.111
H -1.884 -0.448 1.477 0.102
H -0.798 -0.704 2.935 0.107
H -2.750 -1.930 3.658 0.105
H -1.908 -3.348 2.808 0.108
H -3.704 -3.515 1.255 0.111
H -3.595 -1.646 0.883 0.109
H -4.938 -2.755 3.527 0.084
H -5.239 -1.091 2.748 0.118
H -6.902 -2.014 1.181 0.093
H -6.033 -3.649 1.145 0.077
H -12.152 -1.588 3.131 0.141
H 1.931 -0.732 -0.672 0.131
H 1.882 -2.575 -0.870 0.139
H 4.420 -1.329 -2.843 0.132
C -1.514 3.414 -4.144 -0.038
O -0.342 2.936 -3.485 -0.054
C 0.069 1.722 -3.895 -0.594
O -0.459 1.044 -4.742 0.121
O 1.168 1.404 -3.198 0.003
C 1.730 0.128 -3.524 -0.042
H -1.751 4.396 -3.734 0.088
H -1.336 3.521 -5.216 0.100
H -2.360 2.749 -3.957 0.100
H 2.041 0.100 -4.572 0.102
H 1.018 -0.673 -3.311 0.104
H 2.616 -0.020 -2.894 0.066
C -0.666 7.860 -5.666 -0.039
O -1.844 8.450 -6.214 0.000
C -2.807 7.569 -6.526 -0.601
O -2.747 6.374 -6.382 0.118
O -3.850 8.252 -7.025 -0.002
C -4.956 7.435 -7.402 -0.050
H 0.041 8.663 -5.454 0.095
H -0.892 7.342 -4.732 0.092
H -0.207 7.177 -6.385 0.099
H -5.353 6.899 -6.537 0.098
H -4.668 6.735 -8.190 0.098
H -5.737 8.090 -7.790 0.092
C 0.753 4.984 -2.083 -0.047
O 1.627 5.828 -1.332 0.007
C 1.064 6.969 -0.912 -0.602
O -0.074 7.317 -1.117 0.111
O 1.988 7.661 -0.224 -0.002
C 1.524 8.909 0.286 -0.048
H 1.312 4.095 -2.369 0.087
H -0.100 4.675 -1.476 0.108
H 0.419 5.489 -2.993 0.088
H 0.701 8.757 0.988 0.099
H 1.221 9.570 -0.528 0.097
H 2.350 9.378 0.822 0.085
C 1.364 14.769 2.615 -0.049
O 2.535 14.293 3.277 -0.002
C 2.945 13.082 2.867 -0.602
O 2.416 12.405 2.021 0.118
O 4.045 12.757 3.564 -0.001
C 4.594 11.483 3.229 -0.043
H 1.127 15.751 3.025 0.092
H 1.544 14.875 1.543 0.098
H 0.519 14.103 2.801 0.099
H 4.901 11.459 2.182 0.099
H 3.877 10.687 3.440 0.098
H 5.475 11.327 3.851 0.094
C -3.759 -8.117 1.891 -0.053
O -2.420 -8.585 2.036 -0.006
C -1.539 -7.631 2.383 -0.602
O -1.794 -6.468 2.568 0.118
O -0.328 -8.199 2.485 -0.002
C 0.714 -7.292 2.850 -0.038
H -4.383 -8.966 1.611 0.096
H -4.132 -7.713 2.835 0.099
H -3.822 -7.367 1.099 0.086
H 0.519 -6.856 3.832 0.100
H 0.827 -6.511 2.096 0.097
H 1.644 -7.859 2.903 0.095
C 8.378 3.723 -4.593 -0.059
O 8.681 3.403 -3.238 -0.009
C 7.837 2.514 -2.681 -0.606
O 6.892 1.999 -3.227 0.114
O 8.232 2.303 -1.419 -0.003
C 7.419 1.371 -0.697 -0.037
H 9.119 4.445 -4.938 0.089
H 8.442 2.834 -5.223 0.095
H 7.389 4.180 -4.669 0.096
H 7.446 0.388 -1.172 0.096
H 6.392 1.735 -0.617 0.070
H 7.830 1.278 0.309 0.095
C -16.971 -4.796 -1.341 -0.054
O -15.646 -5.296 -1.174 -0.005
C -14.748 -4.363 -0.811 -0.603
O -14.978 -3.193 -0.628 0.115
O -13.555 -4.961 -0.690 0.002
C -12.495 -4.082 -0.305 -0.062
H -17.608 -5.633 -1.632 0.091
H -17.349 -4.384 -0.403 0.096
H -17.003 -4.045 -2.133 0.096
H -12.695 -3.642 0.673 0.053
H -12.349 -3.303 -1.058 0.098
H -11.580 -4.670 -0.238 0.088
C -3.202 -7.896 -1.860 -0.041
O -4.379 -7.132 -2.119 -0.003
C -4.308 -6.368 -3.221 -0.602
O -3.365 -6.289 -3.968 0.127
O -5.471 -5.708 -3.346 -0.003
C -5.536 -4.851 -4.484 -0.048
H -3.371 -8.472 -0.950 0.077
H -3.006 -8.592 -2.678 0.101
H -2.345 -7.239 -1.698 0.105
H -5.434 -5.426 -5.406 0.097
H -4.771 -4.074 -4.426 0.100
H -6.516 -4.372 -4.483 0.092



Entry 2:
180
Properties=species:S:1:pos:R:3:lowdin_charge:R:1 method="wB97M-V/def2-TZVPD" total_charge=+2 multiplicity=4 largest_force_ev_per_a=4.0 lumo_ev="-3.597 / -3.599" e_homo_ev="-6.6 / -12.5" orbital_gap_ev="3.05 / 8.88"
Ti -13.023 29.533 -2.007 0.610
C -12.886 35.275 0.628 -0.010
C -12.100 33.906 0.387 -0.197
C -10.599 34.014 0.684 -0.238
O -10.319 34.881 1.732 -0.176
C -8.880 35.003 1.997 -0.043
N -12.713 32.697 1.224 0.250
H -13.691 32.615 0.988 0.082
H -12.208 31.836 1.071 0.097
H -12.754 32.932 2.206 0.159
H -13.968 35.159 0.694 0.078
H -12.590 35.959 -0.167 0.093
H -12.637 35.735 1.585 0.073
H -12.350 33.551 -0.613 0.126
H -10.074 34.266 -0.238 0.132
H -10.186 33.012 0.805 0.108
H -8.716 35.999 2.409 0.091
H -8.248 34.873 1.118 0.086
H -8.601 34.249 2.732 0.087
C -8.677 29.944 -5.565 0.019
N -9.501 31.233 -5.476 -0.309
C -9.501 31.594 -4.028 0.006
C -8.825 32.336 -6.327 0.030
C -10.953 30.986 -5.984 -0.062
C -11.074 30.462 -7.420 -0.223
O -10.483 31.296 -8.380 -0.053
H -7.638 30.076 -5.262 0.112
H -8.489 29.702 -6.611 0.098
H -9.280 29.180 -5.073 0.107
H -10.184 32.430 -3.880 0.106
H -8.489 31.938 -3.817 0.110
H -9.804 30.717 -3.454 0.084
H -7.905 32.546 -5.781 0.099
H -9.431 33.219 -6.529 0.118
H -8.487 31.959 -7.293 0.093
H -11.402 31.973 -5.878 0.117
H -11.386 30.228 -5.331 0.113
H -12.144 30.367 -7.609 0.124
H -10.643 29.465 -7.501 0.117
H -10.972 31.350 -9.205 0.104
C -11.597 29.935 4.689 -0.084
C -12.968 29.256 4.434 -0.208
C -12.860 27.729 4.118 -0.143
C -12.820 27.383 2.612 -0.101
N -12.398 25.924 2.317 -0.180
C -12.226 25.677 0.816 -0.080
C -12.683 24.235 0.520 -0.128
C -13.585 23.784 1.707 -0.117
C -13.457 24.891 2.776 -0.079
C -11.039 25.541 3.112 -0.052
C -9.804 26.488 2.871 -0.202
C -8.584 26.204 3.827 -0.070
H -10.786 29.308 4.318 0.054
H -11.541 30.121 5.761 0.074
H -11.567 30.873 4.134 0.059
H -13.456 29.817 3.637 0.088
H -13.648 29.532 5.240 0.107
H -13.746 27.177 4.432 0.108
H -11.953 27.352 4.591 0.095
H -12.118 28.038 2.096 0.105
H -13.730 27.558 2.038 0.127
H -11.202 25.969 0.581 0.116
H -12.951 26.383 0.412 0.125
H -11.891 23.500 0.374 0.112
H -13.274 24.354 -0.389 0.083
H -13.189 22.874 2.157 0.111
H -14.655 23.699 1.520 0.104
H -13.189 24.630 3.800 0.128
H -14.348 25.518 2.774 0.127
H -10.762 24.587 2.663 0.129
H -11.278 25.478 4.173 0.115
H -9.982 27.548 3.057 0.082
H -9.435 26.504 1.846 0.094
H -8.681 26.758 4.762 0.076
H -7.665 26.358 3.262 0.076
H -8.553 25.158 4.132 0.067
C -18.048 30.939 -12.045 -0.089
C -17.343 29.896 -11.178 -0.282
C -17.447 30.054 -9.662 -0.166
C -17.019 28.776 -8.855 -0.110
N -17.082 28.885 -7.336 -0.176
C -15.895 29.726 -6.750 -0.064
C -15.576 29.102 -5.409 -0.137
C -16.397 27.833 -5.325 -0.174
C -16.826 27.468 -6.746 -0.076
C -18.431 29.437 -6.761 -0.095
C -19.717 28.790 -7.272 -0.248
C -20.848 29.744 -7.096 -0.084
H -19.114 30.778 -11.882 0.079
H -17.711 30.930 -13.082 0.081
H -17.841 31.967 -11.746 0.074
H -16.332 29.620 -11.480 0.109
H -17.826 28.951 -11.427 0.103
H -18.520 30.205 -9.539 0.109
H -16.759 30.869 -9.439 0.123
H -15.990 28.479 -9.056 0.129
H -17.646 27.946 -9.179 0.124
H -16.125 30.791 -6.799 0.132
H -15.057 29.539 -7.422 0.123
H -15.752 29.796 -4.587 0.110
H -14.523 28.821 -5.449 0.111
H -17.243 27.928 -4.644 0.109
H -15.843 26.992 -4.908 0.099
H -17.610 26.716 -6.834 0.134
H -15.904 27.017 -7.112 0.135
H -18.327 30.465 -7.107 0.122
H -18.415 29.443 -5.671 0.139
H -19.785 27.875 -6.684 0.113
H -19.607 28.469 -8.307 0.104
H -21.802 29.387 -7.484 0.091
H -20.481 30.706 -7.453 0.085
H -21.041 29.880 -6.031 0.087
C -16.308 25.536 -1.278 -0.075
C -16.378 23.961 -1.470 -0.197
C -15.448 23.458 -2.625 -0.170
C -15.270 21.904 -2.586 -0.094
N -14.634 21.276 -3.855 -0.166
C -15.570 21.613 -5.087 -0.053
C -15.667 20.261 -5.903 -0.155
C -15.455 19.150 -4.921 -0.149
C -14.610 19.723 -3.777 -0.066
C -13.234 21.860 -4.250 -0.095
C -12.027 21.684 -3.264 -0.221
C -10.812 22.339 -3.851 -0.105
H -15.381 25.914 -0.846 0.053
H -17.067 25.812 -0.547 0.071
H -16.501 26.072 -2.208 0.066
H -17.387 23.597 -1.665 0.107
H -15.983 23.399 -0.624 0.084
H -14.475 23.946 -2.576 0.090
H -15.776 23.863 -3.583 0.106
H -16.129 21.263 -2.389 0.132
H -14.630 21.556 -1.775 0.123
H -15.281 22.508 -5.638 0.126
H -16.514 21.885 -4.614 0.119
H -14.887 20.269 -6.663 0.111
H -16.575 20.174 -6.500 0.123
H -15.039 18.247 -5.367 0.132
H -16.494 19.043 -4.608 0.122
H -13.591 19.400 -3.989 0.121
H -14.827 19.433 -2.749 0.132
H -13.331 22.898 -4.570 0.116
H -12.926 21.435 -5.206 0.136
H -11.792 20.627 -3.143 0.108
H -12.248 22.162 -2.310 0.091
H -10.208 21.549 -4.298 0.090
H -10.186 22.769 -3.068 0.081
H -11.113 23.153 -4.512 0.073
C -11.241 25.819 -2.895 -0.697
F -10.485 25.406 -3.882 0.157
F -11.858 24.668 -2.503 0.074
F -10.616 26.385 -1.945 0.220
S -12.611 26.902 -3.606 0.551
O -13.277 26.183 -4.732 -0.338
O -13.547 27.312 -2.532 -0.401
O -11.923 28.158 -3.978 -0.374
C -14.973 33.535 -3.047 -0.633
F -15.284 34.574 -3.790 0.149
F -14.484 34.010 -1.902 0.124
F -16.076 32.774 -2.796 0.113
S -13.589 32.645 -4.023 0.536
O -14.209 32.226 -5.256 -0.325
O -12.609 33.732 -4.229 -0.327
O -13.143 31.462 -3.206 -0.432
C -8.604 29.531 -0.556 -0.592
F -8.614 29.383 -1.874 0.118
F -8.125 28.455 0.030 0.164
F -7.851 30.660 -0.266 0.096
S -10.469 29.872 -0.092 0.527
O -10.541 30.083 1.362 -0.338
O -10.957 31.018 -0.881 -0.341
O -11.306 28.688 -0.324 -0.375
C -16.565 29.733 -0.819 -0.669
F -17.780 30.140 -0.471 0.165
F -16.479 28.391 -0.779 0.099
F -16.140 30.060 -1.999 0.143
S -15.302 30.361 0.468 0.531
O -15.199 31.798 0.204 -0.339
O -15.799 30.115 1.815 -0.311
O -14.052 29.619 0.191 -0.399